{
  "formula": "C3H5NO2",
  "method": "ωB97M-V/def2-TZVPD",
  "elements": ["C", "C", "N", "O", "C", "O", "H", "H", "H", "H", "H"],
  "positions_angstrom": [[-0.668, -0.716, 1.633], [0.624, -0.373, 1.056], [1.679, -0.122, 0.657], [-0.831, 0.356, -1.021], [-0.109, 0.762, -1.904], [1.211, 0.855, -1.877], [-1.161, -1.474, 1.021], [-1.306, 0.170, 1.671], [-0.485, -1.098, 2.639], [1.546, 0.530, -1.007], [-0.499, 1.111, -2.869]],
  "e_homo_ev": -10.58,
  "smiles": "CC#N.O=CO",
  "relative_energy_kj_mol": 57.4,
  "spin_multiplicity": 1,
  "orbital_gap_ev": 11.40
}

{
  "formula": "H9O5",
  "method": "ωB97M-V/def2-TZVPD",
  "elements": ["O", "H", "O", "H", "H", "O", "H", "H", "O", "H", "H", "O", "H", "H"],
  "positions_angstrom": [[-0.832, 0.107, 0.027], [-1.710, -0.294, 0.079], [1.309, -0.440, 3.062], [1.017, -0.693, 2.165], [1.133, 0.509, 3.047], [1.106, -1.699, 0.524], [1.593, -1.029, 0.033], [0.183, -1.364, 0.399], [-0.704, 2.726, -1.009], [-1.100, 2.268, -0.251], [-0.503, 1.935, -1.525], [-0.213, -0.502, -2.465], [-0.806, -1.261, -2.577], [-0.474, -0.263, -1.507]],
  "e_homo_ev": -5.03,
  "total_charge": -1,
  "relative_energy_kj_mol": 34.8,
  "spin_multiplicity": 1,
  "orbital_gap_ev": 9.28
}

{
  "formula": "C9H26B2IO9S2",
  "method": "ωB97M-V/def2-TZVPD",
  "elements": ["C", "C", "C", "I", "B", "O", "B", "O", "O", "H", "H", "H", "H", "H", "H", "H", "H", "H", "H", "O", "S", "O", "O", "C", "C", "C", "H", "H", "H", "H", "H", "H", "H", "H", "O", "S", "O", "O", "C", "C", "C", "H", "H", "H", "H", "H", "H", "H", "H"],
  "positions_angstrom": [[0.216, 0.841, -3.887], [1.680, 1.011, -4.674], [1.432, 2.115, -5.860], [0.845, 4.095, -5.087], [2.695, 2.321, -6.896], [3.488, 1.085, -7.139], [2.014, 2.851, -8.341], [2.036, 4.254, -8.797], [1.326, 1.786, -9.130], [-0.599, 1.243, -4.661], [0.125, 1.515, -2.935], [-0.069, -0.293, -3.706], [1.962, -0.063, -5.041], [2.439, 1.442, -3.882], [0.509, 1.734, -6.500], [3.483, 3.127, -6.492], [4.058, 1.292, -7.957], [2.685, 4.790, -8.252], [1.924, 0.986, -9.237], [0.314, -1.439, -0.771], [-0.974, -0.785, -0.688], [-1.117, 0.651, -0.807], [-1.733, -1.277, 0.668], [-1.075, -1.097, 1.916], [-1.089, 0.358, 2.348], [-2.072, -1.545, -1.859], [-0.053, -1.488, 1.873], [-1.618, -1.694, 2.656], [-0.497, 0.978, 1.669], [-0.671, 0.470, 3.352], [-2.110, 0.753, 2.340], [-2.004, -2.629, -1.761], [-1.757, -1.237, -2.858], [-3.089, -1.197, -1.668], [-2.773, -2.310, 8.107], [-1.968, -1.373, 7.354], [-1.859, -1.439, 5.911], [-0.469, -1.330, 7.991], [0.262, -2.547, 8.090], [0.772, -3.002, 6.736], [-2.457, 0.276, 7.792], [-0.346, -3.323, 8.567], [1.116, -2.357, 8.748], [-0.055, -3.267, 6.070], [1.414, -3.880, 6.837], [1.336, -2.201, 6.247], [-2.511, 0.356, 8.880], [-3.439, 0.460, 7.353], [-1.730, 0.982, 7.384]],
  "e_homo_ev": -3.69,
  "total_charge": -1,
  "relative_energy_kj_mol": 238.5,
  "spin_multiplicity": 1,
  "orbital_gap_ev": 5.25
}

{
  "formula": "C7H6ClI3NO",
  "method": "ωB97M-V/def2-TZVPD",
  "elements": ["C", "C", "C", "C", "C", "C", "C", "N", "O", "Cl", "I", "I", "I", "H", "H", "H", "H", "H", "H"],
  "positions_angstrom": [[-0.840, 1.671, 0.085], [-0.870, 1.049, 1.485], [-0.735, 0.817, -0.898], [-0.554, -0.610, -0.568], [-0.721, 1.041, -2.379], [0.740, -1.083, -0.608], [0.223, 1.109, 2.227], [1.279, -2.440, -0.160], [-0.264, 0.256, -3.160], [-1.513, 2.555, -2.593], [-2.229, -1.761, -0.003], [2.075, 1.839, 1.639], [0.060, 0.467, 4.243], [-0.850, 2.772, -0.170], [-1.785, 0.742, 1.943], [1.577, -0.372, -0.906], [1.669, -2.268, 0.782], [2.088, -2.593, -0.786], [0.651, -3.191, -0.173]],
  "e_homo_ev": -12.32,
  "total_charge": 1,
  "relative_energy_kj_mol": 0.0,
  "spin_multiplicity": 1,
  "orbital_gap_ev": 8.43
}

{
  "formula": "C30H39MnN3O2SSe3SiTe",
  "method": "ωB97M-V/def2-TZVPD",
  "elements": ["Mn", "Se", "Se", "Te", "Se", "O", "C", "C", "C", "C", "C", "C", "C", "C", "N", "H", "H", "H", "H", "H", "H", "H", "H", "H", "H", "H", "C", "C", "C", "C", "N", "C", "S", "N", "C", "H", "H", "H", "H", "H", "H", "H", "H", "C", "C", "C", "C", "Si", "O", "C", "C", "C", "C", "C", "C", "C", "C", "C", "C", "C", "C", "H", "H", "H", "H", "H", "H", "H", "H", "H", "H", "H", "H", "H", "H", "H", "H", "H", "H", "H", "H"],
  "positions_angstrom": [[0.000, 0.000, 0.000], [-0.043, 0.000, 2.562], [-1.924, 0.000, 4.026], [-3.862, 0.000, 2.272], [-2.555, 0.000, 0.043], [0.000, 1.946, 0.190], [-1.275, 2.027, -0.431], [-1.143, 2.676, -1.806], [0.025, 2.160, -2.651], [-0.095, 0.705, -3.017], [-0.262, 0.314, -4.343], [-0.334, -1.044, -4.641], [-0.237, -1.973, -3.613], [-0.071, -1.500, -2.323], [0.000, -0.190, -2.005], [-0.321, 1.766, 1.575], [-1.933, 2.634, 0.200], [-1.704, 1.024, -0.492], [-0.981, 3.751, -1.658], [-2.090, 2.570, -2.349], [0.979, 2.313, -2.132], [0.084, 2.766, -3.564], [-0.326, 1.050, -5.138], [-0.458, -1.373, -5.668], [-0.283, -3.037, -3.811], [0.016, -2.183, -1.482], [2.357, -6.796, 0.477], [1.036, -6.145, 0.210], [-0.092, -6.824, -0.019], [-1.297, -5.997, -0.262], [-1.310, -4.703, -0.265], [-0.135, -4.036, -0.027], [0.000, -2.365, 0.000], [1.002, -4.774, 0.203], [-2.594, -6.719, -0.525], [2.283, -7.888, 0.462], [2.737, -6.500, 1.460], [3.089, -6.500, -0.281], [-0.159, -7.903, -0.032], [1.847, -4.241, 0.374], [-2.465, -7.804, -0.499], [-2.973, -6.432, -1.510], [-3.326, -6.432, 0.235], [4.653, 1.160, -1.331], [4.706, -0.187, -0.567], [6.125, -0.368, -0.002], [4.434, -1.335, -1.573], [3.249, -0.194, 0.821], [1.809, 0.000, 0.000], [3.154, -1.787, 1.879], [1.885, -2.351, 2.138], [1.752, -3.499, 2.921], [2.880, -4.112, 3.453], [4.142, -3.570, 3.214], [4.279, -2.411, 2.442], [3.395, 1.174, 2.152], [4.600, 1.510, 2.791], [4.638, 2.516, 3.763], [3.472, 3.186, 4.129], [2.265, 2.856, 3.523], [2.225, 1.864, 2.541], [5.409, 1.189, -2.125], [4.844, 2.007, -0.663], [3.677, 1.321, -1.803], [6.866, -0.353, -0.811], [6.245, -1.325, 0.512], [6.400, 0.433, 0.688], [5.187, -1.344, -2.370], [3.453, -1.231, -2.051], [4.463, -2.314, -1.080], [0.981, -1.892, 1.733], [0.764, -3.910, 3.114], [2.777, -5.007, 4.060], [5.021, -4.049, 3.637], [5.280, -2.011, 2.310], [5.530, 0.998, 2.563], [5.578, 2.772, 4.244], [3.504, 3.960, 4.891], [1.350, 3.368, 3.812], [1.263, 1.628, 2.083], [0.998, 0.998, 0.998]],
  "e_homo_ev": [-12.69, -12.67],
  "total_charge": 2,
  "s2": 0.884,
  "spin_multiplicity": 2,
  "orbital_gap_ev": [3.98, 4.18]
}

{
  "formula": "C2H4N2O2",
  "method": "ωB97M-V/def2-TZVPD",
  "elements": ["C", "C", "H", "H", "H", "H", "N", "N", "O", "O"],
  "positions_angstrom": [[0.530, 0.554, -0.637], [-1.553, 0.166, 0.605], [1.760, -1.485, -0.040], [0.087, 1.408, -1.120], [-2.636, 0.013, 0.950], [-0.752, 0.860, 1.030], [1.731, 0.496, -0.127], [-1.213, -0.696, -0.230], [2.171, -0.660, 0.481], [-0.126, -0.656, -0.912]],
  "e_homo_ev": -9.86,
  "smiles": "C=NO/C=N\\O",
  "relative_energy_kj_mol": 643.3,
  "spin_multiplicity": 1,
  "orbital_gap_ev": 10.75
}